[1]
Molecular formula: C36H31N5O2PtSTe
Method: DFT, ωB97M-V/def2-TZVPD

```
! wB97M-V def2-TZVPD RIJCOSX def2/J DEFGRID3
* xyz 0 1
Pt -0.389 -0.276 -0.116
N 0.276 -4.155 -2.030
C 0.082 -3.051 -1.258
S 0.079 -1.479 -2.073
N -0.122 -3.181 0.010
N -0.365 -2.058 0.680
C -0.722 -2.110 1.974
C -0.955 -0.898 2.616
C -1.298 -0.771 3.984
C -1.450 0.468 4.533
C -1.260 1.608 3.724
C -0.959 1.434 2.393
N -0.816 0.238 1.834
H 0.733 -4.014 -2.915
H 0.516 -4.991 -1.520
H -0.805 -3.069 2.465
H -1.428 -1.677 4.556
H -1.709 0.582 5.574
H -1.343 2.596 4.140
H -0.821 2.288 1.741
C -0.081 6.962 -1.882
C -0.303 5.498 -1.648
C -1.521 4.908 -1.972
C -1.760 3.563 -1.766
C -3.124 3.073 -2.092
O -4.070 3.842 -2.044
C -3.333 1.663 -2.504
C -4.583 1.101 -2.246
C -4.878 -0.182 -2.663
C -3.926 -0.919 -3.349
C -2.688 -0.361 -3.629
C -2.389 0.925 -3.216
C -0.757 2.717 -1.175
O -1.061 1.516 -0.913
C 0.523 3.318 -0.902
C 0.691 4.690 -1.126
C 1.655 2.534 -0.449
N 1.579 1.323 -0.023
C 2.805 0.629 0.310
C 2.553 -0.837 0.572
Te 4.387 -1.927 0.942
C 4.350 -2.630 -1.086
C 4.875 -1.855 -2.107
C 4.791 -2.282 -3.421
C 4.192 -3.493 -3.722
C 3.651 -4.261 -2.705
C 3.722 -3.826 -1.392
C 2.987 3.211 -0.553
C 3.708 3.557 0.585
C 4.948 4.160 0.471
C 5.471 4.445 -0.779
C 4.751 4.121 -1.916
C 3.522 3.493 -1.806
H -0.994 7.428 -2.243
H 0.704 7.116 -2.621
H 0.228 7.459 -0.964
H -2.320 5.499 -2.400
H -5.313 1.693 -1.713
H -5.854 -0.603 -2.465
H -4.152 -1.924 -3.679
H -1.951 -0.931 -4.174
H -1.430 1.357 -3.462
H 1.640 5.140 -0.870
H 3.233 1.072 1.215
H 3.538 0.742 -0.501
H 2.128 -1.311 -0.308
H 1.898 -0.965 1.429
H 5.358 -0.914 -1.880
H 5.202 -1.670 -4.212
H 4.154 -3.838 -4.744
H 3.173 -5.203 -2.935
H 3.291 -4.421 -0.599
H 3.294 3.374 1.565
H 5.507 4.413 1.359
H 6.434 4.928 -0.865
H 5.144 4.366 -2.892
H 2.967 3.231 -2.694
*
```

Properties
E: -70755.542 eV
frontier orbital gap: 5.922 eV
molecular weight: 920.42 g mol⁻¹
HOMO level: -7.224 eV
energy relative to the best compared isomer or geometry (same formula, charge and spin): 31.8 kJ/mol

[2]
Molecular formula: C2H8N4O
Method: DFT, ωB97M-V/def2-TZVPD

```
! wB97M-V def2-TZVPD RIJCOSX def2/J DEFGRID3
* xyz 0 1
H 2.531 -1.737 -0.031
N 1.914 -0.976 -0.302
C 0.772 -1.307 -0.690
N -0.285 -0.543 -1.059
N -0.628 0.731 -0.633
C 0.466 1.566 -0.168
O -1.681 0.666 0.295
N -1.300 0.020 1.533
H 0.345 -2.330 -1.197
H -0.915 -1.387 -1.437
H 1.220 1.589 -0.950
H 0.924 1.183 0.746
H 0.060 2.565 -0.015
H -1.466 0.708 2.261
H -1.957 -0.747 1.648
*
```

Properties
E: -10206.067 eV
frontier orbital gap: 9.222 eV
molecular weight: 104.11 g mol⁻¹
HOMO level: -8.384 eV
SMILES string: [H]/N=C/NN(C)ON
energy relative to the best compared isomer or geometry (same formula, charge and spin): 631.5 kJ/mol

[3]
Molecular formula: C3H6N2O2
Method: DFT, ωB97M-V/def2-TZVPD

```
! wB97M-V def2-TZVPD RIJCOSX def2/J DEFGRID3
* xyz 0 1
N -2.081 -0.156 -0.238
C -0.772 -0.099 -0.100
O -0.227 1.009 -0.493
C 0.087 -1.113 0.636
O 0.765 -0.326 1.468
C 1.175 1.137 -0.241
N 1.937 0.710 -1.140
H -2.598 0.639 -0.591
H -2.580 -0.989 0.033
H 0.665 -1.678 -0.135
H -0.613 -1.855 1.093
H 1.339 1.799 0.602
H 2.902 0.923 -0.894
*
```

Properties
E: -10280.924 eV
frontier orbital gap: 8.467 eV
molecular weight: 102.09 g mol⁻¹
HOMO level: -8.009 eV
energy relative to the best compared isomer or geometry (same formula, charge and spin): 373.7 kJ/mol

[4]
Molecular formula: C4H10NP
Method: DFT, ωB97M-V/def2-TZVPD

```
! wB97M-V def2-TZVPD RIJCOSX def2/J DEFGRID3
* xyz 0 1
C 2.873 -0.749 -0.033
P 1.591 0.630 -0.036
N 0.176 -0.374 0.300
C -0.991 0.017 0.018
C -2.180 -0.889 0.035
C -1.293 1.394 -0.342
H 2.394 -1.590 0.317
H 3.534 -0.534 0.755
H 3.521 -0.892 -0.942
H 1.717 0.983 1.283
H -2.443 -0.944 -1.027
H -2.927 -0.309 0.651
H -1.917 -1.885 0.404
H -2.407 1.562 -0.040
H -1.140 1.496 -1.515
H -0.506 2.084 0.173
*
```

Properties
E: -15087.628 eV
frontier orbital gap: 9.250 eV
molecular weight: 103.10 g mol⁻¹
HOMO level: -8.230 eV
SMILES string: CPN=C(C)C
energy relative to the best compared isomer or geometry (same formula, charge and spin): 64.6 kJ/mol